a | # CH5ClNOP

The molecule CH5ClNOP (the ωB97M-V functional and the def2-TZVPD basis, OMol25).

```
10
Properties=species:S:1:pos:R:3
C 0.967 -0.735 -0.735
N -1.638 1.025 1.236
O 0.129 -0.103 0.194
P -0.849 1.148 -0.182
Cl -2.224 -0.367 -1.663
H 1.402 -0.049 -1.429
H 0.452 -1.540 -1.382
H 1.702 -1.120 -0.016
H -2.026 0.218 1.815
H -2.133 1.853 1.564
```

As for the SMILES: COP(N)Cl. For the LUMO energy, the calculation gives 0.007 Ha. The spin multiplicity is 1.

Mulliken atomic charge list, values in e, 6 entries: atom 1 (C): -0.602, atom 2 (N): -0.331, atom 3 (O): -0.206, atom 4 (P): 0.305, atom 5 (Cl): -0.479, atom 6 (H): 0.311


b | # CH5ClNOP

The molecule CH5ClNOP (the ωB97M-V functional and the def2-TZVPD basis, OMol25).

```
10
Properties=species:S:1:pos:R:3
C -0.717 -0.999 0.720
N -0.240 1.039 -1.247
O 0.703 1.341 1.433
P 0.566 0.304 0.376
Cl 2.259 -0.552 -0.108
H -1.005 -1.675 -0.126
H -0.237 -1.474 1.602
H -1.626 -0.621 0.789
H 0.188 1.979 -1.291
H 0.109 0.657 -2.147
```

As for the SMILES: C[P@@](N)(=O)Cl. For the LUMO energy, the calculation gives 0.023 Ha. The spin multiplicity is 1.

Mulliken atomic charge list, values in e, 6 entries: atom 1 (C): -0.933, atom 2 (N): -0.674, atom 3 (O): -0.578, atom 4 (P): 0.871, atom 5 (Cl): -0.197, atom 6 (H): 0.323


Stability ranking, top and bottom: b is the most stable and a is the least stable.


a | # C3H4O3

A structure of composition C3H4O3 (the ωB97M-V functional and the def2-TZVPD basis, OMol25).

```
10
Properties=species:S:1:pos:R:3
O 1.536 0.671 -0.391
C 0.192 0.321 -0.519
C -0.236 -1.123 -0.204
O -1.183 -0.626 0.794
C -0.677 0.630 0.693
O -0.808 1.558 1.433
H 1.606 1.278 0.360
H -0.229 0.690 -1.463
H 0.548 -1.708 0.278
H -0.750 -1.692 -0.981
```

For the LUMO energy, the calculation gives 0.027 Ha. The spin multiplicity is 1.

Mulliken atomic charge list, values in e, 6 entries: atom 1 (O): -0.518, atom 2 (C): 0.263, atom 3 (C): -0.374, atom 4 (O): -0.327, atom 5 (C): 0.430, atom 6 (O): -0.539


b | # C3H4O3

The molecule C3H4O3 (the ωB97M-V functional and the def2-TZVPD basis, OMol25).

```
10
Properties=species:S:1:pos:R:3
O -0.916 -1.602 0.665
C -0.197 -1.298 -0.385
C -0.130 1.431 -0.229
O 1.105 0.747 -0.013
C 1.045 -0.591 0.072
O 2.006 -1.262 0.356
H -1.669 -2.138 0.369
H -0.740 0.922 -0.984
H -0.690 1.514 0.709
H 0.130 2.427 -0.587
```

For the LUMO energy, the calculation gives 0.008 Ha. The spin multiplicity is 1.

Mulliken atomic charge list, values in e, 6 entries: atom 1 (O): -0.288, atom 2 (C): -0.471, atom 3 (C): -0.701, atom 4 (O): -0.308, atom 5 (C): 0.976, atom 6 (O): -0.536


c | # C3H4O3

The molecule C3H4O3 (the ωB97M-V functional and the def2-TZVPD basis, OMol25).

```
10
Properties=species:S:1:pos:R:3
O -0.705 0.213 -1.161
C -0.656 0.032 0.261
C 0.150 1.075 -0.380
O 1.414 0.743 -0.783
C -0.001 -1.182 0.846
O -0.405 -1.650 1.882
H 1.020 0.046 -1.376
H -1.598 0.299 0.717
H -0.085 2.137 -0.287
H 0.880 -1.600 0.320
```

As for the SMILES: O=C[C@@H]1O[C@@H]1O. For the LUMO energy, the calculation gives 0.019 Ha. The spin multiplicity is 1.

Mulliken atomic charge list, values in e, 6 entries: atom 1 (O): -0.481, atom 2 (C): 0.145, atom 3 (C): 0.031, atom 4 (O): -0.526, atom 5 (C): -0.109, atom 6 (O): -0.441


Stability ranking, top and bottom: a is the most stable and b is the least stable.